(1)
84
Properties=species:S:1:pos:R:3:forces:R:3 method="wB97M-V/def2-TZVPD" relative_energy_ev=2.621 total_energy_ha=-5813.47697 gap_ev=6.5 e_homo_ev=-14.00 charge=+2 lumo_energy_ev=-7.52
Mo -0.367 -1.347 -0.346 0.061 0.651 -0.438
S -1.194 -0.588 1.859 -0.111 -0.055 0.086
P -0.592 1.244 1.196 -0.214 0.157 0.138
C -0.278 0.663 -0.406 0.146 -0.447 -0.035
P 1.157 0.937 -1.376 0.076 0.030 -0.151
S 2.034 -0.828 -0.913 0.096 -0.134 0.045
C 0.715 0.940 -3.108 0.226 -0.018 -0.089
C 1.737 0.954 -3.975 0.000 -0.003 0.105
C 1.588 0.673 -5.400 -0.113 -0.049 -0.078
C 0.431 0.229 -5.883 0.127 0.064 0.043
C -0.774 0.174 -5.014 -0.209 -0.059 0.077
C -0.695 0.755 -3.584 -0.134 0.211 -0.072
C 2.122 2.378 -0.991 -0.015 0.080 -0.060
C 1.583 3.621 -1.335 -0.024 0.014 -0.006
C 2.293 4.772 -1.052 0.083 -0.003 0.048
C 3.542 4.678 -0.443 -0.026 0.065 -0.029
C 4.074 3.445 -0.106 -0.003 -0.044 -0.015
C 3.362 2.284 -0.373 0.025 -0.041 0.080
C -1.884 2.467 1.213 -0.024 0.039 -0.064
C -2.313 2.998 2.431 0.047 -0.006 0.056
C -3.354 3.909 2.446 -0.002 0.007 -0.005
C -3.960 4.293 1.256 -0.019 0.019 -0.019
C -3.534 3.768 0.045 0.037 -0.026 0.038
C -2.497 2.848 0.021 -0.004 0.008 -0.020
C 0.828 1.840 2.095 0.084 -0.060 0.071
C 1.752 0.932 2.617 -0.064 -0.072 -0.037
C 2.900 1.400 3.230 -0.005 0.020 0.003
C 3.127 2.768 3.322 0.024 -0.001 0.030
C 2.212 3.671 2.802 -0.025 -0.008 0.018
C 1.059 3.213 2.187 -0.060 0.050 -0.049
H 2.749 1.116 -3.617 -0.009 0.009 0.048
H 2.458 0.773 -6.032 0.019 -0.007 -0.020
H 0.320 -0.044 -6.923 -0.017 -0.020 -0.040
H -1.655 0.523 -5.553 0.074 0.019 0.004
H -1.299 1.645 -3.394 -0.021 -0.051 -0.011
H 0.619 3.692 -1.827 -0.005 -0.017 -0.023
H 1.888 5.739 -1.315 -0.014 0.020 -0.014
H 4.105 5.579 -0.236 -0.003 0.013 -0.003
H 5.046 3.384 0.364 0.021 -0.009 0.009
H 3.765 1.318 -0.095 0.012 -0.005 -0.023
H -1.839 2.710 3.362 0.017 -0.023 -0.007
H -3.692 4.325 3.385 -0.002 -0.001 0.020
H -4.772 5.008 1.275 -0.005 0.004 -0.001
H -4.010 4.070 -0.878 -0.010 0.005 -0.015
H -2.170 2.420 -0.918 0.004 -0.010 -0.009
H 1.562 -0.133 2.556 0.005 0.029 0.005
H 3.609 0.702 3.650 0.023 -0.016 0.008
H 4.021 3.130 3.812 0.012 0.006 0.011
H 2.389 4.734 2.882 0.011 0.025 0.006
H 0.345 3.921 1.786 -0.008 -0.003 -0.002
F -3.463 0.196 -3.946 0.024 -0.006 0.020
C -2.870 -0.470 -2.957 -0.192 0.100 -0.172
F -3.435 -1.674 -2.864 0.015 -0.002 0.055
F -3.106 0.201 -1.815 -0.022 -0.078 0.042
C -1.362 -0.576 -3.211 0.410 -0.139 0.493
O -1.082 -1.155 -4.443 -0.040 -0.009 -0.164
O -0.795 -1.311 -2.143 -0.265 -0.271 0.310
C -4.198 -1.685 0.283 -0.006 -0.068 0.084
As -2.596 -2.765 0.156 0.138 -0.138 0.007
C -2.980 -4.181 -1.099 -0.097 0.018 -0.006
C -2.568 -3.637 1.879 -0.078 -0.050 -0.010
H -4.880 -2.222 0.943 -0.003 0.033 -0.037
H -4.650 -1.570 -0.694 -0.033 0.026 -0.064
H -3.968 -0.713 0.714 -0.002 -0.020 -0.025
H -4.038 -4.428 -0.993 0.050 -0.004 -0.038
H -2.358 -5.036 -0.851 0.003 0.027 0.012
H -2.775 -3.857 -2.116 -0.004 -0.018 0.031
H -3.490 -4.219 1.944 0.052 0.024 0.003
H -2.558 -2.903 2.681 0.018 -0.003 -0.007
H -1.718 -4.308 1.956 -0.023 0.012 0.026
O -0.150 -4.687 0.066 0.008 -0.232 0.030
C 0.585 -4.049 0.765 0.055 0.826 -0.124
O 0.511 -2.657 0.700 0.017 -0.118 -0.016
C 1.592 -4.511 1.726 -0.157 -0.385 -0.097
C 2.442 -3.634 2.396 -0.007 0.023 0.018
C 3.374 -4.138 3.285 0.012 0.004 0.011
C 3.452 -5.508 3.507 0.017 0.001 0.008
C 2.606 -6.383 2.840 -0.052 -0.003 -0.051
C 1.676 -5.889 1.943 0.069 0.084 0.050
H 2.377 -2.569 2.216 -0.010 -0.008 -0.012
H 4.042 -3.468 3.807 0.013 0.008 0.009
H 4.181 -5.898 4.204 0.014 0.006 0.017
H 2.672 -7.447 3.016 0.017 -0.008 0.009
H 1.015 -6.556 1.407 -0.023 0.010 -0.022

=====

(2)
16
Properties=species:S:1:pos:R:3:forces:R:3 method="wB97M-V/def2-TZVPD" relative_energy_ev=2.663 total_energy_ha=-250.90742 gap_ev=7.7 smiles="C=[NH+]C(=C)CC" e_homo_ev=-13.65 charge=+1 lumo_energy_ev=-5.90
C 0.342 -1.892 -0.816 0.243 0.824 0.435
N 0.980 -1.110 -0.013 -0.261 -2.019 1.899
C 0.571 0.065 0.650 -0.527 0.609 -1.093
C 1.414 0.688 1.508 0.053 0.256 0.922
C -0.802 0.590 0.329 0.398 0.957 -0.477
C -1.277 0.899 -1.097 -0.539 0.514 0.008
H 0.943 -2.699 -1.211 -0.481 -0.227 -0.211
H -0.700 -1.678 -1.020 0.131 -0.106 -0.432
H 1.853 -1.506 0.328 0.426 0.510 -0.352
H 1.617 1.757 1.507 -1.515 0.250 0.160
H 1.774 0.290 2.457 1.398 -1.051 -0.962
H -1.537 -0.053 0.823 0.234 -0.115 0.252
H -0.794 1.518 0.904 -0.388 -0.009 -0.028
H -0.466 1.145 -1.776 0.013 -0.051 -0.138
H -1.925 1.774 -1.017 0.316 0.270 -0.048
H -1.992 0.214 -1.556 0.499 -0.612 0.064

=====

(3)
113
Properties=species:S:1:pos:R:3:forces:R:3 method="wB97M-V/def2-TZVPD" total_energy_ha=-2663.98742 gap_ev=8.3 e_homo_ev=-6.02 charge=-1 lumo_energy_ev=2.26
B -13.349 -13.451 0.408 1.212 1.076 -0.359
F -13.883 -13.162 1.651 -0.690 -0.647 0.190
F -11.979 -13.450 0.490 1.716 -0.937 0.919
F -13.736 -14.639 -0.210 -0.672 -0.389 0.664
F -13.536 -12.371 -0.445 -1.796 0.718 -1.027
C -11.531 -16.494 -3.260 -0.923 -1.876 1.681
O -10.958 -17.432 -3.738 2.122 -2.293 -0.377
N -12.147 -15.656 -4.027 -1.451 3.089 -2.937
N -11.812 -16.341 -1.950 0.215 0.319 1.769
H -12.873 -15.073 -3.637 -0.162 0.080 -0.145
H -12.244 -16.005 -4.969 0.098 0.389 0.131
H -12.309 -15.523 -1.627 0.094 -0.365 0.062
H -11.618 -17.068 -1.277 0.235 0.269 -0.402
C -13.578 -9.536 1.670 -0.203 -1.421 0.387
O -13.431 -8.588 2.375 -0.469 3.553 1.926
N -14.650 -10.307 1.613 -2.942 0.850 0.745
N -12.585 -10.116 1.097 3.833 -1.370 -2.391
H -15.226 -9.963 2.368 -1.329 -0.847 -0.666
H -14.810 -10.977 0.874 -0.304 0.066 0.569
H -12.774 -11.104 1.010 1.199 0.090 -0.357
H -11.717 -9.762 1.473 0.441 -0.664 -0.569
C -14.214 -16.317 2.026 1.993 0.478 0.180
O -14.463 -17.263 3.076 -1.979 1.539 -0.212
C -15.919 -17.319 3.159 -0.219 -3.124 -1.171
C -16.416 -18.501 4.046 1.125 2.029 0.777
N -16.558 -18.018 5.385 -0.521 0.653 0.854
C -15.363 -17.629 6.123 -1.086 -2.007 -0.324
C -15.784 -17.683 7.614 -0.435 -0.452 -2.020
O -16.741 -18.826 7.825 2.368 2.373 0.524
C -17.436 -18.566 9.048 -0.573 -1.376 -1.147
H -14.131 -16.682 1.002 -0.784 -0.799 0.058
H -13.194 -15.957 2.167 0.219 0.029 0.345
H -14.801 -15.399 2.009 -0.517 -0.346 0.400
H -16.181 -17.651 2.155 -0.449 0.342 -0.410
H -16.517 -16.435 3.383 0.777 0.494 0.312
H -15.639 -19.265 4.055 -0.147 -0.654 -0.709
H -17.443 -18.812 3.856 0.362 -0.350 -1.078
H -17.121 -18.671 5.912 0.317 0.140 0.228
H -14.947 -16.729 5.670 -0.177 0.511 0.788
H -14.566 -18.362 5.993 0.317 -0.464 -0.174
H -16.366 -16.770 7.734 0.280 0.058 0.874
H -14.833 -17.810 8.131 -0.524 0.222 0.906
H -17.079 -19.227 9.838 0.268 0.304 0.260
H -18.418 -18.937 8.753 -0.524 0.417 0.749
H -17.434 -17.510 9.319 -0.108 -0.166 0.106
C -10.284 -9.076 3.412 -1.192 -0.141 -0.748
O -9.770 -9.812 2.356 2.055 -0.380 -2.801
C -8.823 -10.832 2.643 -0.453 -0.719 1.274
C -7.861 -11.375 1.539 -0.816 2.252 -0.155
N -8.370 -11.990 0.337 -0.135 -0.112 0.992
C -8.939 -13.262 0.689 -0.372 -2.032 -2.604
C -9.307 -14.095 -0.572 0.350 -2.115 -1.242
O -8.192 -14.972 -1.100 0.589 1.394 1.233
C -8.402 -15.955 -2.093 -0.714 -0.456 0.866
H -10.990 -9.783 3.849 -0.133 0.571 1.249
H -10.853 -8.317 2.875 -0.301 0.219 0.545
H -9.577 -8.559 4.060 0.281 -0.487 0.246
H -9.397 -11.641 3.094 -0.035 -0.449 0.139
H -8.200 -10.420 3.437 0.485 -0.176 0.156
H -7.170 -12.088 1.989 0.143 0.355 0.256
H -7.391 -10.446 1.216 0.827 -0.123 -0.009
H -9.073 -11.386 -0.064 -0.207 0.001 -0.194
H -9.860 -13.287 1.270 0.070 0.507 0.332
H -8.208 -13.926 1.150 0.305 0.340 0.423
H -9.655 -13.604 -1.480 -0.101 0.839 0.336
H -10.133 -14.742 -0.275 0.082 -0.264 -0.013
H -7.506 -16.327 -2.591 0.640 1.335 -0.276
H -9.169 -15.676 -2.816 0.085 -0.153 -0.028
H -8.608 -16.912 -1.613 -1.196 -0.122 0.230
C -15.422 -12.860 7.640 0.643 1.216 -1.222
O -15.311 -12.301 6.316 -0.287 -0.440 0.740
C -13.986 -12.158 5.795 -0.679 0.363 0.171
C -14.105 -11.186 4.665 1.701 -0.194 -1.082
N -14.320 -9.794 4.934 0.485 0.479 0.679
C -15.539 -9.371 5.545 -0.695 0.670 -0.954
C -15.695 -7.836 5.486 0.529 -1.305 -0.500
O -15.774 -7.449 4.031 -0.954 0.626 2.322
C -17.145 -7.148 3.655 0.725 -0.415 0.040
H -14.654 -12.335 8.208 0.299 -0.637 0.546
H -15.322 -13.944 7.588 0.130 -0.040 0.395
H -16.365 -12.544 8.087 -0.221 -0.259 -0.343
H -13.590 -13.085 5.381 -0.173 -0.356 0.002
H -13.257 -11.808 6.525 -0.162 0.196 0.546
H -14.660 -11.699 3.880 -0.979 0.309 -0.100
H -13.117 -11.168 4.204 0.370 -0.284 -0.115
H -14.117 -9.211 4.135 0.275 -0.034 -0.285
H -15.541 -9.775 6.557 -0.749 0.144 -0.007
H -16.349 -9.677 4.882 -0.881 -0.849 0.564
H -14.842 -7.497 6.075 0.616 0.964 -1.050
H -16.525 -7.517 6.117 -0.608 0.065 -0.645
H -17.207 -6.705 2.661 0.666 -0.135 -0.118
H -17.637 -6.418 4.298 0.131 -0.112 0.451
H -17.714 -8.076 3.611 -0.255 -0.035 0.214
C -9.847 -14.386 4.787 -2.417 -0.127 -1.842
C -11.028 -14.751 3.838 -0.429 -1.164 0.228
O -11.810 -13.632 3.429 1.385 0.659 -0.038
O -10.512 -13.742 5.853 1.236 0.047 1.006
H -9.128 -13.780 4.236 0.006 0.559 0.117
H -9.301 -15.297 5.030 -0.362 -0.008 0.738
H -11.820 -15.310 4.336 0.686 -0.788 0.975
H -10.720 -15.443 3.054 0.307 0.496 -0.691
H -12.297 -13.878 2.640 -0.131 0.290 -0.149
H -11.176 -13.177 5.450 -0.125 0.177 -0.129
C -15.142 -13.553 -3.201 -0.742 0.705 -0.940
C -16.162 -14.254 -4.118 0.534 -0.797 1.518
O -17.173 -14.871 -3.289 -0.346 0.374 -1.071
O -14.178 -14.386 -2.644 -0.070 -0.972 -0.793
H -15.701 -13.108 -2.378 -0.106 0.500 -0.266
H -14.655 -12.814 -3.838 0.109 0.533 0.189
H -15.655 -14.967 -4.769 0.174 -0.477 0.179
H -16.620 -13.578 -4.839 -0.384 0.307 0.601
H -16.805 -15.526 -2.692 0.498 0.048 -0.149
H -13.944 -14.096 -1.759 -0.217 0.079 0.138

=====

(4)
54
Properties=species:S:1:pos:R:3:forces:R:3 method="wB97M-V/def2-TZVPD" total_energy_ha=-1683.64470 gap_ev=4.5 e_homo_ev=-2.87 charge=-1 lumo_energy_ev=1.67
C -5.730 -2.145 -0.193 1.011 -0.154 -0.622
N -4.690 -2.514 -1.161 -0.416 0.158 -0.389
C -4.914 -3.786 -1.863 0.465 1.041 0.546
C -3.383 -1.935 -1.085 0.196 -0.083 0.135
C -2.457 -2.384 -0.133 -0.856 0.155 -0.554
C -1.194 -1.864 -0.086 0.856 0.479 -0.234
C -0.793 -0.851 -0.970 -0.785 -0.388 0.065
C 0.566 -0.330 -0.973 0.871 -0.637 0.026
C 1.690 -1.086 -0.979 -1.129 0.418 -0.071
C 3.047 -0.535 -0.988 -0.142 1.360 0.103
O 3.350 0.640 -0.964 0.174 -0.277 -0.086
C 3.968 -1.680 -1.041 0.391 -0.817 0.044
C 3.238 -2.864 -1.097 0.889 0.194 -0.013
C 3.880 -4.088 -1.128 -0.364 0.008 -0.030
C 5.259 -4.109 -1.096 -0.015 -0.170 0.012
C 5.985 -2.930 -1.037 0.164 0.074 0.004
C 5.348 -1.706 -1.010 -0.103 0.313 -0.005
C 1.802 -2.549 -1.090 -0.956 -0.281 0.133
O 0.906 -3.360 -1.181 0.164 -0.330 -0.113
C -1.729 -0.377 -1.900 1.099 0.027 0.470
C -2.983 -0.917 -1.968 -0.944 -0.823 0.337
H -5.410 -1.284 0.393 0.035 -0.018 -0.068
H -6.649 -1.888 -0.716 -0.247 0.021 -0.010
H -5.926 -2.972 0.487 -0.171 -0.187 0.283
H -4.028 -4.067 -2.431 -0.003 0.090 0.025
H -5.132 -4.579 -1.150 -0.089 -0.336 0.126
H -5.753 -3.689 -2.551 -0.185 -0.089 -0.128
H -2.750 -3.166 0.545 -0.059 -0.198 0.201
H -0.473 -2.259 0.611 0.022 0.134 0.208
H 0.705 0.738 -1.035 0.024 0.304 0.081
H 3.301 -4.995 -1.164 -0.123 -0.214 -0.013
H 5.775 -5.054 -1.104 0.132 -0.188 -0.013
H 7.059 -2.969 -1.001 0.254 -0.027 -0.005
H 5.896 -0.783 -0.956 0.168 0.216 0.017
H -1.416 0.378 -2.602 -0.044 0.254 -0.122
H -3.675 -0.575 -2.716 -0.265 0.070 -0.152
C -1.251 6.259 1.739 -0.339 -0.229 0.011
C -1.375 4.909 1.897 0.161 0.227 -0.017
C -0.233 4.092 2.067 0.135 -0.223 0.037
C 1.050 4.702 2.058 0.026 0.176 -0.025
C 1.139 6.096 1.893 -0.304 -0.102 -0.008
C 0.011 6.858 1.740 0.445 0.320 -0.001
C 2.197 3.883 2.220 -0.263 -0.179 0.016
C 2.080 2.539 2.394 0.159 0.778 -0.102
C 0.805 1.917 2.417 -0.697 0.819 -0.171
S 0.662 0.274 2.646 0.009 -2.343 0.189
C -0.330 2.704 2.249 0.602 0.449 -0.061
H -2.131 6.868 1.616 -0.182 0.134 -0.032
H -2.346 4.445 1.896 -0.279 -0.146 0.012
H 2.110 6.558 1.894 0.309 0.140 -0.006
H 0.096 7.926 1.623 0.023 0.230 -0.040
H 3.169 4.343 2.200 0.313 0.189 -0.002
H 2.957 1.926 2.516 0.084 -0.176 0.010
H -1.299 2.237 2.266 -0.219 -0.163 0.005

=====

(5)
9
Properties=species:S:1:pos:R:3:forces:R:3 method="wB97M-V/def2-TZVPD" relative_energy_ev=3.500 total_energy_ha=-1397.04473 gap_ev="6.0 / 6.0" e_homo_ev="-8.22 / -8.22" lumo_energy_ev="-2.20 / -2.20"
C 0.840 0.529 0.303 0.597 0.220 -5.797
C -0.609 0.344 0.522 1.310 -1.676 -1.372
S -1.063 -1.309 -1.978 0.669 0.564 2.119
Cl -1.674 1.563 0.200 -0.674 0.543 0.296
Cl -0.841 -0.806 1.733 -1.026 -0.127 0.392
H 1.386 -0.388 0.083 -0.342 -0.328 0.867
H 1.050 1.011 -0.767 -0.936 -0.515 2.163
H 1.359 1.149 0.946 0.711 1.160 1.963
H -0.448 -2.093 -1.041 -0.309 0.159 -0.632